{"formula": "C30H44IrN4OP2Si", "method": "ωB97M-V/def2-TZVPD", "elements": ["Ir", "C", "C", "C", "C", "C", "C", "C", "C", "C", "H", "H", "H", "H", "H", "H", "H", "H", "H", "H", "H", "H", "H", "H", "H", "P", "P", "N", "N", "N", "N", "C", "C", "C", "C", "C", "C", "C", "C", "C", "C", "C", "C", "C", "C", "C", "C", "C", "C", "H", "H", "H", "H", "H", "H", "H", "H", "H", "H", "H", "H", "H", "H", "H", "H", "H", "H", "H", "H", "C", "Si", "C", "C", "O", "H", "H", "H", "H", "H", "H", "H", "H", "H"], "coordinates": [[-2.0630, 0.4219, -0.5768], [1.5888, 1.3084, 4.2620], [1.3239, 1.6504, 2.9891], [1.9928, 1.0980, 1.7585], [1.3298, -0.1378, 1.1252], [0.4703, -1.0236, 1.9969], [0.5401, -1.3946, 3.2857], [1.7297, -1.2736, 4.1672], [1.5239, 0.0175, 5.0094], [-3.5707, -0.7837, 0.1147], [1.9058, 2.1375, 4.8872], [0.9138, 2.6585, 2.8113], [3.0497, 0.8628, 2.0026], [1.9595, 1.9071, 0.9927], [0.5811, 0.2570, 0.4114], [2.0679, -0.6675, 0.4901], [-0.5179, -1.0862, 1.4969], [-0.4026, -1.7093, 3.7510], [2.6585, -1.2274, 3.5608], [1.8030, -2.1682, 4.8358], [0.5693, -0.0758, 5.5745], [2.3172, 0.0400, 5.7688], [-3.0631, -1.0198, 1.0572], [-3.9474, -1.6986, -0.3919], [-4.3835, -0.0424, 0.2284], [-1.1304, -1.2159, -1.5339], [1.1696, 1.9004, -1.6659], [-0.3787, -2.9651, -1.1159], [-1.8979, -1.8739, -2.9698], [2.8477, 1.2651, -2.0513], [1.4168, 3.1826, -2.8947], [0.4274, -0.6044, -2.2468], [0.2214, 0.8107, -2.7475], [-1.0324, -4.0180, -0.5019], [-0.3166, -5.2039, -0.7307], [0.8077, -4.8619, -1.5276], [0.7502, -3.4928, -1.7286], [-3.2630, -1.9341, -3.2018], [-3.5020, -2.4408, -4.4833], [-2.2179, -2.6996, -5.0705], [-1.2712, -2.3557, -4.1049], [4.0025, 1.6800, -1.3717], [5.0600, 0.8412, -1.7070], [4.5702, -0.0907, -2.6654], [3.2230, 0.2097, -2.8731], [2.5709, 3.7289, -3.4782], [2.2108, 4.5418, -4.5373], [0.7860, 4.5141, -4.6285], [0.3288, 3.6728, -3.6199], [0.8751, -1.2326, -3.0177], [1.1139, -0.6785, -1.3918], [0.5446, 0.8796, -3.7895], [-0.8358, 1.1500, -2.6626], [-1.9146, -3.8290, 0.0751], [-0.5864, -6.1780, -0.3906], [1.5643, -5.4991, -1.9260], [1.4652, -2.8742, -2.2329], [-3.9311, -1.5751, -2.4476], [-4.4814, -2.5986, -4.9262], [-2.0069, -3.0656, -6.0731], [-0.2074, -2.3941, -4.1821], [3.9900, 2.5641, -0.7473], [6.0608, 0.8837, -1.2950], [5.1075, -0.8702, -3.1599], [2.5279, -0.2607, -3.5305], [3.5549, 3.4689, -3.1045], [2.8880, 5.0887, -5.1860], [0.1523, 5.0455, -5.3368], [-0.6777, 3.3555, -3.3556], [-1.9028, 2.5352, 4.4804], [-2.7092, 1.1499, 3.4113], [-2.4782, -0.2537, 4.7342], [-4.4648, 1.6038, 4.0823], [-2.3403, 0.9799, 1.8623], [-2.5432, 2.7009, 5.3642], [-1.8359, 3.4909, 3.9397], [-0.8994, 2.2685, 4.8443], [-2.8624, 0.1025, 5.7033], [-3.0539, -1.1479, 4.4639], [-1.4394, -0.5563, 4.8977], [-4.8959, 2.4785, 3.5814], [-5.1752, 0.7723, 4.0129], [-4.3622, 1.8540, 5.1503]], "e_homo_ev": [-11.365, -12.125], "s2": 8.7960, "e_above_lowest_kj_mol": 337.1, "lumo_energy_ev": [-6.921, -9.351], "charge": 2, "gap_ev": [4.443, 2.774], "energy_ev": -69099.5410, "spin_multiplicity": 6}

***

{"formula": "CH8N", "method": "ωB97M-V/def2-TZVPD", "elements": ["N", "H", "H", "H", "H", "C", "H", "H", "H", "H"], "coordinates": [[1.3517, 0.4081, 0.7312], [1.3698, 1.4323, 0.6554], [1.3036, 0.1334, 1.7040], [0.5904, 0.0163, 0.1398], [2.2250, 0.0437, 0.3350], [-1.3680, -0.4155, -0.6855], [-2.1511, -0.8030, -1.3296], [-0.7287, 0.1246, -1.3960], [-0.8171, -1.2202, -0.1994], [-1.7754, 0.2803, 0.0451]], "e_homo_ev": -17.702, "e_above_lowest_kj_mol": 0.8, "lumo_energy_ev": -4.364, "charge": 1, "gap_ev": 13.338, "energy_ev": -2649.8585}